No. 1
Density functional theory data (the ωB97M-V functional and the def2-TZVPD basis) for a 2-piece molecular cluster, C4H12 overall at a distorted geometry.

Element x y z (Å)
C1 -0.8088 -1.6215 -1.2637
C2 0.1011 -1.6943 -0.1026
H1 -0.9106 -2.5401 -1.8538
H2 -1.8791 -1.5309 -0.9038
H3 -0.6863 -0.7430 -1.8960
H4 0.3212 -2.7061 0.2361
H5 -0.1969 -1.0341 0.7293
H6 1.1327 -1.2927 -0.3482
C3 -0.0116 1.6290 0.0108
C4 0.7462 1.6573 1.3554
H7 -0.1095 2.5897 -0.4894
H8 0.7152 1.0480 -0.6312
H9 -0.9492 1.1051 0.1142
H10 0.6325 0.7311 1.9196
H11 0.1376 2.4050 1.9042
H12 1.7654 1.9977 1.2192

Summary:
Spin multiplicity: 2
Expectation value of S²: 0.7532
Net charge: +1
HOMO energy (spin up / spin down): -17.11 / -15.44 eV
DFT total energy: -4330.7065 eV
HOMO-LUMO gap (spin up / spin down): 14.2 / 4.1 eV
Energy above the lowest of the compared OMol25 structures with the same formula, charge and spin: 50.7 kJ/mol

=====

No. 2
Density functional theory data (the ωB97M-V functional and the def2-TZVPD basis) for a 2-piece molecular cluster, C4H12 overall at a distorted geometry.

Element x y z (Å)
C1 -1.1256 -1.9687 -1.0555
C2 -0.6213 -2.0887 0.4151
H1 -2.2011 -1.7883 -1.0682
H2 -0.7200 -1.1932 -1.6897
H3 -1.0153 -2.9849 -1.4224
H4 -0.5463 -1.1407 0.9605
H5 -1.3702 -2.7180 0.8486
H6 0.3327 -2.5916 0.3275
C3 0.5802 2.2912 0.9175
C4 1.2731 1.7580 -0.2302
H7 -0.5402 2.4612 0.7215
H8 0.5081 1.5997 1.7844
H9 0.8845 3.3274 1.1141
H10 0.8225 1.9646 -1.2680
H11 2.2555 2.2601 -0.1486
H12 1.2345 0.6528 -0.3369

Summary:
Spin multiplicity: 2
Expectation value of S²: 0.7533
Net charge: +1
HOMO energy (spin up / spin down): -14.92 / -14.92 eV
DFT total energy: -4330.3448 eV
HOMO-LUMO gap (spin up / spin down): 11.3 / 3.3 eV
Energy above the lowest of the compared OMol25 structures with the same formula, charge and spin: 85.6 kJ/mol

=====

No. 3
Density functional theory data (the ωB97M-V functional and the def2-TZVPD basis) for a 2-piece molecular cluster, C4H12 overall at a distorted geometry.

Element x y z (Å)
C1 -1.6592 1.7856 1.2250
C2 -0.2593 2.2616 1.2481
H1 -1.7703 1.6423 2.3923
H2 -2.3793 2.5636 0.9477
H3 -1.9034 0.8722 0.6834
H4 0.4570 1.4781 1.4864
H5 -0.1246 3.2075 1.7771
H6 -0.1326 2.5412 0.1455
C3 1.4419 -1.5507 -1.5779
C4 0.5056 -2.5258 -0.8500
H7 1.9770 -0.9547 -0.8406
H8 2.1939 -2.0634 -2.1887
H9 0.9570 -0.9639 -2.3596
H10 0.9988 -3.3085 -0.2903
H11 -0.1429 -3.1183 -1.5059
H12 -0.1596 -1.8668 -0.2923

Summary:
Spin multiplicity: 2
Expectation value of S²: 0.7533
Net charge: +1
HOMO energy (spin up / spin down): -14.52 / -14.51 eV
DFT total energy: -4330.6006 eV
HOMO-LUMO gap (spin up / spin down): 10.7 / 3.0 eV
Energy above the lowest of the compared OMol25 structures with the same formula, charge and spin: 60.9 kJ/mol

=====

No. 4
Density functional theory data (the ωB97M-V functional and the def2-TZVPD basis) for a 2-piece molecular cluster, C4H12 overall at a distorted geometry.

Element x y z (Å)
C1 -1.0768 0.2273 1.6885
C2 -2.2872 -0.2673 0.8092
H1 -1.5542 0.5549 2.7034
H2 -0.6027 0.9902 1.0891
H3 -0.3756 -0.6238 1.8948
H4 -2.0537 -0.4024 -0.2170
H5 -2.7855 -1.0733 1.2290
H6 -2.9718 0.5921 0.7527
C3 2.3069 -0.2720 -0.8959
C4 1.1154 0.3000 -1.5758
H7 2.4665 -1.3629 -0.9717
H8 2.1836 -0.0681 0.2488
H9 3.2474 0.1772 -1.2466
H10 0.9307 1.2347 -1.1404
H11 1.2216 0.3486 -2.7118
H12 0.2356 -0.3550 -1.6562

Summary:
Spin multiplicity: 2
Expectation value of S²: 0.7531
Net charge: +1
HOMO energy (spin up / spin down): -16.34 / -15.18 eV
DFT total energy: -4330.2235 eV
HOMO-LUMO gap (spin up / spin down): 13.3 / 3.5 eV
Energy above the lowest of the compared OMol25 structures with the same formula, charge and spin: 97.3 kJ/mol

=====

No. 5
Density functional theory data (the ωB97M-V functional and the def2-TZVPD basis) for a 2-piece molecular cluster, C4H12 overall at a distorted geometry.

Element x y z (Å)
C1 0.5121 1.4331 -1.7023
C2 0.8500 1.6834 -0.2063
H1 -0.0965 2.2391 -1.9839
H2 1.4245 1.5448 -2.2633
H3 -0.0857 0.4607 -1.7450
H4 0.5794 0.8206 0.5292
H5 0.3525 2.6813 0.0123
H6 1.9678 1.7439 -0.2055
C3 -0.3069 -1.7811 1.5267
C4 -1.1656 -1.2950 0.3712
H7 0.6584 -2.0031 1.2525
H8 -0.2135 -1.0726 2.2826
H9 -0.4787 -2.8503 2.0338
H10 -1.9087 -0.4301 0.5125
H11 -1.6196 -2.2053 0.0397
H12 -0.4694 -0.9694 -0.4541

Summary:
Spin multiplicity: 2
Expectation value of S²: 0.7538
Net charge: +1
HOMO energy (spin up / spin down): -16.93 / -15.53 eV
DFT total energy: -4329.6709 eV
HOMO-LUMO gap (spin up / spin down): 14.0 / 4.0 eV
Energy above the lowest of the compared OMol25 structures with the same formula, charge and spin: 150.6 kJ/mol

=====

No. 6
Density functional theory data (the ωB97M-V functional and the def2-TZVPD basis) for a 2-piece molecular cluster, C4H12 overall at a distorted geometry.

Element x y z (Å)
C1 0.0729 -1.7622 0.9382
C2 -0.9691 -1.1399 1.7693
H1 0.5632 -1.1305 0.1085
H2 -0.2639 -2.7046 0.5308
H3 1.0038 -1.8967 1.5462
H4 -1.3732 -0.3888 1.0018
H5 -0.6100 -0.5541 2.6184
H6 -1.7901 -1.7727 2.0906
C3 0.1338 0.7554 -1.3455
C4 0.6984 2.1437 -1.3068
H7 -0.8826 0.6907 -0.9469
H8 0.7360 0.0530 -0.6879
H9 0.0753 0.2908 -2.3273
H10 1.7094 2.1735 -1.7132
H11 0.7956 2.4837 -0.2907
H12 0.1006 2.7587 -1.9855

Summary:
Spin multiplicity: 2
Expectation value of S²: 0.7542
Net charge: +1
HOMO energy (spin up / spin down): -16.48 / -16.17 eV
DFT total energy: -4331.0229 eV
HOMO-LUMO gap (spin up / spin down): 13.5 / 5.5 eV
Energy above the lowest of the compared OMol25 structures with the same formula, charge and spin: 20.2 kJ/mol

=====

No. 7
Density functional theory data (the ωB97M-V functional and the def2-TZVPD basis) for a 2-piece molecular cluster, C4H12 overall at a distorted geometry.

Element x y z (Å)
C1 -0.0652 -2.1555 -0.6292
C2 -1.4609 -2.0142 -1.3035
H1 0.6668 -1.9514 -1.4043
H2 -0.0600 -1.3286 0.1442
H3 0.1957 -3.0833 -0.1261
H4 -1.6978 -1.0136 -1.6680
H5 -1.2339 -2.6407 -2.1872
H6 -2.2405 -2.3333 -0.6181
C3 0.2910 2.6794 0.8428
C4 1.2260 1.4916 1.1350
H7 0.6822 3.2240 -0.0161
H8 -0.5418 2.1364 0.3488
H9 0.1417 3.2529 1.7400
H10 0.8875 0.6080 0.4895
H11 2.2319 1.6743 0.7990
H12 1.0651 1.0642 2.1059

Summary:
Spin multiplicity: 2
Expectation value of S²: 0.7545
Net charge: +1
HOMO energy (spin up / spin down): -16.49 / -15.10 eV
DFT total energy: -4330.4530 eV
HOMO-LUMO gap (spin up / spin down): 13.4 / 3.9 eV
Energy above the lowest of the compared OMol25 structures with the same formula, charge and spin: 75.2 kJ/mol

=====

No. 8
Density functional theory data (the ωB97M-V functional and the def2-TZVPD basis) for C4H12BN as an isolated structure at a distorted geometry.

Element x y z (Å)
B1 1.7576 -1.7452 0.0437
C1 -2.4505 0.4555 0.1287
C2 1.9638 0.7907 0.2092
C3 -1.4475 -0.6051 -0.2354
C4 0.4369 0.8865 0.0451
N1 -0.2465 -0.2525 0.5288
H1 2.2550 -2.2958 0.9035
H2 1.5231 -1.9975 -1.1090
H3 -2.7395 0.2554 1.1641
H4 -1.8332 1.4561 -0.0461
H5 -3.2172 0.6193 -0.6756
H6 2.5531 1.1479 -0.6660
H7 2.2948 1.1615 1.1025
H8 1.9437 -0.3406 0.2105
H9 -1.6975 -1.6068 0.1686
H10 -1.3508 -0.8896 -1.3763
H11 0.1081 1.8045 0.6496
H12 0.1466 1.1557 -1.0460

Summary:
HOMO energy (spin up / spin down): -7.37 / -7.38 eV
DFT total energy: -6502.8758 eV
HOMO-LUMO gap (spin up / spin down): 7.2 / 7.2 eV
Energy above the lowest of the compared OMol25 structures with the same formula, charge and spin: 683.1 kJ/mol

=====

No. 9
Density functional theory data (the ωB97M-V functional and the def2-TZVPD basis) for an isolated ion of composition C4H12BN2 and charge +1 at a distorted geometry.

Element x y z (Å)
B1 0.4168 -0.3071 -0.1527
C1 -0.9628 -1.3877 -0.2853
C2 -0.2376 1.0959 -0.1562
C3 -1.9972 -0.4669 0.3823
C4 2.9027 0.1973 0.2144
N1 1.7223 -0.6305 0.1307
N2 -1.7491 0.9111 -0.0873
H1 -1.2391 -1.6417 -1.3010
H2 -0.7645 -2.3098 0.2303
H3 0.0450 1.8969 0.5669
H4 -0.0576 1.3865 -1.1758
H5 -3.0122 -0.9284 0.1051
H6 -1.9860 -0.3631 1.5602
H7 2.6359 1.2132 -0.1187
H8 3.5085 0.2505 1.0619
H9 3.5078 0.0469 -0.7210
H10 1.8736 -1.6825 0.0664
H11 -2.2203 1.5604 0.5748
H12 -2.3861 1.1591 -0.8952

Summary:
Net charge: +1
HOMO energy: -14.07 eV
DFT total energy: -7992.8161 eV
HOMO-LUMO gap: 10.7 eV
Energy above the lowest of the compared OMol25 structures with the same formula, charge and spin: 0.0 kJ/mol
SMILES: CNB1CC[NH2+]C1

=====

No. 10
Density functional theory data (the ωB97M-V functional and the def2-TZVPD basis) for C4H12BN2 as an isolated structure at a distorted geometry.

Element x y z (Å)
B1 0.4805 -0.3046 0.0193
C1 -1.3289 -1.4147 -0.3374
C2 -0.2475 1.0435 0.3478
C3 -2.1257 -0.3964 0.3253
C4 3.0631 0.1049 -0.0454
N1 1.7905 -0.6580 -0.1172
N2 -1.6830 1.0328 -0.1011
H1 -1.4635 -1.6074 -1.4402
H2 -1.1202 -2.2420 0.2140
H3 -0.3982 1.0712 1.4495
H4 0.2287 1.8272 -0.0531
H5 -3.1648 -0.3931 0.1882
H6 -1.9552 -0.4091 1.4425
H7 3.8035 -0.4980 0.2761
H8 3.3658 0.3663 -1.1570
H9 2.8187 1.0810 0.4689
H10 2.0256 -1.4119 -0.6885
H11 -2.2777 1.7132 0.3524
H12 -1.8118 1.0950 -1.1442

Summary:
Net charge: +1
HOMO energy: -13.12 eV
DFT total energy: -7991.4560 eV
HOMO-LUMO gap: 9.9 eV
Energy above the lowest of the compared OMol25 structures with the same formula, charge and spin: 131.2 kJ/mol